Below is 2 unconnected molecules or ions with the total composition C16H27N2, with properties calculated with ωB97M-V/def2-TZVPD.

Properties
- Relative energy (zero: lowest compared OMol25 entry of this formula, charge and spin): 0.00 kcal/mol
- HOMO level: -11.86 eV
- Frontier orbital gap: 7.264 eV

```
! wB97M-V def2-TZVPD RIJCOSX def2/J DEFGRID3
* xyz 1 1
C -1.59 -2.09 3.92
C -0.88 -2.71 2.72
C -1.54 -2.32 1.40
N -1.72 -0.86 1.30
C -1.43 -0.24 0.18
C -1.37 1.20 0.04
C -0.98 2.04 1.11
C -1.07 3.42 1.00
C -1.48 4.01 -0.21
C -1.78 3.19 -1.31
C -1.71 1.81 -1.20
C -2.48 -0.28 2.43
C -1.79 -0.59 3.75
H -2.58 -2.57 4.03
H -1.02 -2.29 4.83
H 0.17 -2.40 2.71
H -0.89 -3.80 2.79
H -0.94 -2.65 0.55
H -2.53 -2.80 1.35
H -1.26 -0.87 -0.70
H -0.59 1.60 2.04
H -0.81 4.05 1.85
H -1.55 5.10 -0.28
H -2.08 3.65 -2.25
H -1.93 1.16 -2.06
H -2.62 0.80 2.30
H -3.47 -0.76 2.44
H -2.40 -0.18 4.56
H -0.81 -0.08 3.79
C 0.77 -3.29 -7.85
C 0.82 -3.18 -6.33
C -0.34 -2.38 -5.75
C -0.31 -2.31 -4.22
N -1.41 -1.50 -3.70
H 1.61 -3.87 -8.21
H -0.15 -3.78 -8.18
H 0.81 -2.30 -8.32
H 0.82 -4.19 -5.90
H 1.77 -2.71 -6.03
H -0.31 -1.36 -6.15
H -1.28 -2.84 -6.07
H -0.32 -3.33 -3.81
H 0.62 -1.82 -3.90
H -2.29 -1.88 -4.04
H -1.42 -1.51 -2.69
*
```

=====

Below is a single C16H27N3O3S molecule, with properties calculated with ωB97M-V/def2-TZVPD.

Properties
- Relative energy (zero: lowest compared OMol25 entry of this formula, charge and spin): 5.75 kcal/mol
- HOMO level: -8.57 eV
- Frontier orbital gap: 8.677 eV
- SMILES: CCCC[C@H](CC)COCCCNC=C1C(=O)NC(=S)NC1=O

```
! wB97M-V def2-TZVPD RIJCOSX def2/J DEFGRID3
* xyz 0 1
C -7.30 -1.67 1.57
C -6.62 -2.29 0.35
C -5.70 -1.32 -0.38
C -4.43 -0.99 0.40
C -3.52 0.03 -0.30
C -2.95 -0.47 -1.64
C -3.66 0.11 -2.85
C -2.37 0.39 0.65
O -1.47 1.34 0.12
C -1.91 2.68 0.13
C -0.75 3.57 -0.32
C 0.43 3.51 0.65
N 1.06 2.22 0.62
C 2.31 1.99 0.29
C 2.90 0.74 0.21
C 2.15 -0.46 0.49
O 0.97 -0.50 0.83
N 2.85 -1.65 0.34
C 4.16 -1.77 -0.01
S 4.88 -3.23 -0.14
N 4.83 -0.61 -0.25
C 4.30 0.68 -0.17
O 5.01 1.63 -0.41
H -6.57 -1.40 2.33
H -7.99 -2.38 2.01
H -7.85 -0.78 1.29
H -6.05 -3.17 0.66
H -7.39 -2.63 -0.34
H -6.24 -0.39 -0.59
H -5.42 -1.76 -1.34
H -3.86 -1.91 0.57
H -4.70 -0.59 1.38
H -4.11 0.94 -0.48
H -1.90 -0.20 -1.69
H -3.01 -1.56 -1.67
H -4.72 -0.13 -2.85
H -3.23 -0.29 -3.77
H -3.56 1.19 -2.87
H -2.77 0.75 1.61
H -1.75 -0.49 0.83
H -2.76 2.81 -0.56
H -2.24 2.96 1.14
H -0.42 3.25 -1.31
H -1.11 4.60 -0.39
H 1.17 4.27 0.38
H 0.08 3.70 1.67
H 0.45 1.40 0.73
H 2.95 2.85 0.09
H 2.35 -2.51 0.53
H 5.80 -0.69 -0.51
*
```

=====

Below is a molecular structure, C16H28AlBBr3Cl2CsLi2NO5, with properties calculated with ωB97M-V/def2-TZVPD.

Properties
- HOMO level: -8.04 eV
- Frontier orbital gap: 1.533 eV

```
! wB97M-V def2-TZVPD RIJCOSX def2/J DEFGRID3
* xyz 1 1
C 3.75 2.48 -0.62
C 3.12 1.20 -1.44
C 1.46 1.27 -1.52
C 0.93 2.59 -2.40
C -0.39 3.33 -1.68
B -1.67 2.32 -1.48
Cl -1.69 1.40 0.14
H 2.86 3.22 -0.41
H 4.14 2.14 0.46
H 4.60 3.00 -1.22
H 3.61 1.01 -2.49
H 3.36 0.24 -0.78
H 1.02 0.34 -2.07
H 1.09 1.42 -0.42
H 0.70 2.28 -3.53
H 1.80 3.40 -2.49
H -0.74 4.17 -2.45
H -0.03 3.83 -0.69
H -1.83 1.56 -2.39
H -2.64 3.02 -1.46
Li -0.74 -0.30 -0.96
Li 6.16 1.47 0.05
C 5.31 -2.91 1.76
Br 6.51 -3.33 0.28
Br 3.68 -2.05 1.15
Br 4.94 -4.48 2.86
H 5.84 -2.19 2.40
O -3.11 4.16 -4.25
H -2.57 3.92 -3.51
Cs -3.91 2.61 -2.72
C -2.89 -2.20 -5.52
O -2.26 -3.04 -6.14
O -2.57 -1.74 -4.41
O -3.93 -1.66 -5.90
Al 4.27 4.83 -1.31
C -5.05 3.07 4.98
C -5.49 4.09 3.95
C -4.28 4.16 3.04
O -3.66 2.87 3.07
C -4.24 2.11 4.14
H -5.87 2.59 5.51
H -4.40 3.55 5.72
H -6.35 3.71 3.40
H -5.75 5.06 4.38
H -3.55 4.89 3.40
H -4.55 4.41 2.01
H -4.88 1.34 3.70
H -3.45 1.61 4.71
Cl -3.55 5.52 0.47
N 2.23 -6.37 -0.37
C 2.64 -6.55 0.91
C 2.84 -7.80 1.47
C 2.61 -8.93 0.69
C 2.19 -8.77 -0.62
C 2.01 -7.48 -1.10
H 2.80 -5.64 1.48
H 3.17 -7.89 2.50
H 2.76 -9.92 1.10
H 2.00 -9.62 -1.26
H 1.69 -7.30 -2.13
*
```

=====

Below is a molecular structure, C16H28AlF2N2O7, with properties calculated with ωB97M-V/def2-TZVPD.

Properties
- HOMO level: -5.53 eV
- Frontier orbital gap: 8.193 eV

```
! wB97M-V def2-TZVPD RIJCOSX def2/J DEFGRID3
* xyz -1 1
C 5.07 -1.46 0.68
O 4.62 -2.48 1.55
C 3.56 -2.04 2.39
C 2.23 -1.84 1.63
C 1.13 -2.87 1.99
C 0.31 -3.39 0.76
C -1.19 -2.93 0.79
C -1.68 -2.61 -0.65
C -2.42 -1.26 -0.84
C -1.66 0.01 -0.42
C -2.22 0.83 0.82
C -2.95 -0.02 1.83
O -4.06 -0.37 1.75
O -2.22 -0.37 2.96
C -0.09 -0.10 -0.28
O 0.70 0.99 -0.71
Al -0.43 2.01 -1.69
C -0.35 3.83 -0.83
C -1.67 4.37 -0.21
N -1.37 5.32 0.90
N 0.29 2.30 -3.47
C -0.71 2.78 -4.32
O -0.76 3.88 -4.64
F -1.67 1.97 -4.74
C 0.93 1.19 -3.98
O 0.50 0.36 -4.66
F 2.23 1.11 -3.67
O -1.87 0.97 -1.48
H 4.58 -0.49 0.85
H 6.16 -1.29 0.74
H 4.85 -1.77 -0.35
H 3.45 -2.69 3.27
H 3.87 -1.06 2.78
H 1.89 -0.84 1.90
H 2.42 -1.81 0.55
H 1.65 -3.75 2.41
H 0.48 -2.49 2.78
H 0.82 -2.98 -0.12
H 0.29 -4.48 0.74
H -1.82 -3.66 1.31
H -1.19 -2.02 1.40
H -2.41 -3.39 -0.92
H -0.89 -2.72 -1.40
H -3.40 -1.36 -0.36
H -2.62 -1.16 -1.91
H -1.37 1.36 1.26
H -2.97 1.49 0.39
H -2.54 -1.27 3.15
H 0.30 -0.93 -0.89
H 0.03 -0.31 0.80
H 0.38 3.76 -0.01
H 0.00 4.57 -1.56
H -2.24 4.94 -0.95
H -2.29 3.60 0.25
H -0.50 5.80 0.70
H -1.15 4.76 1.72
*
```